1.
This record from the Open Molecules 2025 dataset describes a molecular structure, C38H30CdFI2N7O6S. The level of theory is the ωB97M-V functional and the def2-TZVPD basis.

## Properties
- E_HOMO: -7.11 eV
- Strongest force on any atom: 2.6 eV Å⁻¹
- Energy above the lowest of the compared OMol25 structures with the same formula, charge and spin: 0.0 kJ/mol
- Spin multiplicity: 1
- HOMO-LUMO gap: 6.521 eV
- Electronic energy: -96928.993 eV
- Charge: 0
- LUMO energy: -0.59 eV

Positions of all 86 atoms, in Å:
Cd (-0.397, -0.319, 0.343)
C (-1.546, 4.265, 1.591)
C (-0.786, 4.340, 2.771)
C (-0.377, 3.155, 3.379)
C (-0.579, 1.952, 2.728)
N (-1.218, 1.863, 1.556)
C (-1.747, 2.989, 1.057)
C (-0.105, 0.710, 3.345)
C (-0.128, 0.523, 4.725)
C (0.327, -0.659, 5.250)
C (0.782, -1.685, 4.416)
C (0.841, -1.402, 3.060)
N (0.352, -0.267, 2.547)
C (1.521, -2.316, 2.134)
C (2.616, -3.087, 2.506)
C (3.191, -3.943, 1.559)
C (2.620, -4.071, 0.296)
C (1.573, -3.183, -0.021)
N (1.066, -2.349, 0.872)
H (-1.912, 5.124, 1.050)
H (-0.496, 5.319, 3.223)
H (0.157, 3.193, 4.343)
H (-2.328, 2.837, 0.128)
H (-0.571, 1.355, 5.342)
H (0.336, -0.907, 6.325)
H (1.047, -2.617, 4.805)
H (3.060, -2.954, 3.523)
H (4.109, -4.420, 1.830)
H (3.009, -4.716, -0.480)
H (1.076, -3.108, -1.004)
C (8.028, 0.762, -0.250)
C (6.563, 1.098, -0.395)
C (5.686, 0.190, -1.042)
C (4.295, 0.403, -1.031)
C (3.823, 1.611, -0.491)
C (4.671, 2.570, 0.023)
C (6.032, 2.282, 0.108)
S (2.050, 2.094, -0.562)
O (1.800, 3.217, -1.432)
O (1.695, 2.291, 0.820)
N (1.127, 0.812, -1.096)
C (1.212, 0.424, -2.415)
C (2.167, 0.844, -3.344)
C (2.173, 0.399, -4.681)
C (1.112, -0.333, -5.167)
C (0.103, -0.788, -4.263)
C (-1.031, -1.479, -4.768)
C (-2.004, -1.878, -3.901)
C (-1.856, -1.572, -2.535)
N (-0.709, -1.081, -2.044)
C (0.177, -0.477, -2.859)
H (8.275, 0.407, 0.794)
H (8.648, 1.650, -0.429)
H (8.282, -0.061, -0.941)
H (6.083, -0.724, -1.464)
H (3.649, -0.366, -1.459)
H (4.293, 3.493, 0.465)
H (6.733, 2.981, 0.545)
H (2.981, 1.504, -3.010)
H (3.036, 0.697, -5.272)
H (1.004, -0.529, -6.227)
H (-1.094, -1.638, -5.821)
H (-2.888, -2.386, -4.290)
H (-2.601, -1.813, -1.795)
I (-1.437, -4.958, 0.791)
C (-3.512, -5.529, 0.455)
I (-4.756, -4.261, -0.765)
H (-4.000, -5.612, 1.419)
H (-3.472, -6.449, -0.108)
F (-7.397, 0.541, -3.034)
C (-6.769, 1.055, -1.945)
C (-5.966, 0.309, -1.132)
N (-5.444, 0.722, 0.048)
C (-4.672, -0.216, 0.940)
C (-3.158, -0.267, 0.565)
O (-2.456, -0.828, 1.473)
O (-2.720, 0.165, -0.523)
C (-5.632, 2.014, 0.504)
O (-5.141, 2.414, 1.555)
N (-6.419, 2.815, -0.352)
C (-6.839, 2.535, -1.644)
O (-7.253, 3.396, -2.397)
H (-5.684, -0.681, -1.505)
H (-5.062, -1.268, 0.809)
H (-4.788, 0.118, 1.967)
H (-6.432, 3.758, -0.093)

These are the Löwdin partial charges, in e, on atoms 1 to 4: 1.444 -0.027 -0.040 -0.027

=====

2.
This record from the Open Molecules 2025 dataset describes C5H6ClF in the gas phase. The level of theory is the ωB97M-V functional and the def2-TZVPD basis.

## Properties
- E_HOMO: -9.31 eV
- Strongest force on any atom: 6.0 eV Å⁻¹
- Energy above the lowest of the compared OMol25 structures with the same formula, charge and spin: 178.7 kJ/mol
- Spin multiplicity: 1
- HOMO-LUMO gap: 9.646 eV
- Electronic energy: -20519.384 eV
- Charge: 0
- SMILES: C=C(F)/C(C)=C/Cl
- LUMO energy: 0.33 eV

Positions of all 13 atoms, in Å:
C (0.968, 1.394, -1.327)
C (-0.111, 0.566, -1.005)
F (-1.255, 0.650, -1.859)
C (-0.121, -0.269, 0.296)
C (-1.409, -0.425, 0.974)
C (0.954, -1.045, 0.490)
Cl (1.062, -1.757, 2.195)
H (1.155, 1.916, -2.186)
H (2.076, 1.090, -0.889)
H (-1.425, -1.063, 1.892)
H (-2.031, -0.700, 0.104)
H (-1.763, 0.648, 1.239)
H (1.901, -1.005, 0.077)

These are the natural (NBO) partial charges, in e, on atoms 1 to 4: -0.449 0.391 -0.350 -0.075

=====

3.
This record from the Open Molecules 2025 dataset describes 2 unconnected molecules or ions with the total composition C4H11ClNPS2. The level of theory is the ωB97M-V functional and the def2-TZVPD basis.

## Properties
- E_HOMO (alpha / beta): -6.96 / -9.57 eV
- Strongest force on any atom: 3.0 eV Å⁻¹
- Energy above the lowest of the compared OMol25 structures with the same formula, charge and spin: 30.7 kJ/mol
- Spin multiplicity: 3
- HOMO-LUMO gap (alpha / beta): 6.731 / 6.098 eV
- Electronic energy: -49295.939 eV
- Charge: 0
- LUMO energy (alpha / beta): -0.23 / -3.47 eV
- <S²>: 2.020

Positions of all 20 atoms, in Å:
C (-0.721, 1.428, -1.693)
C (-3.117, 0.521, 1.001)
C (-1.102, 1.483, -0.237)
C (-1.963, 0.349, 0.056)
N (4.626, -2.457, 1.077)
P (0.724, -1.743, 0.016)
S (1.440, -0.135, 0.896)
S (-1.638, -1.206, -0.473)
Cl (1.515, -1.751, -1.908)
H (-1.591, 1.740, -2.306)
H (0.134, 2.049, -1.910)
H (-0.471, 0.463, -1.954)
H (-3.303, -0.541, 1.307)
H (-4.160, 0.977, 0.582)
H (-2.779, 1.045, 1.910)
H (-1.636, 2.442, -0.019)
H (-0.106, 1.483, 0.369)
H (3.753, -1.940, 0.892)
H (5.372, -2.134, 0.366)
H (5.024, -2.075, 2.028)

These are the natural (NBO) partial charges, in e, on atoms 1 to 4: -0.597 -0.669 -0.477 -0.157

=====

4.
This record from the Open Molecules 2025 dataset describes C4H4ClO3P in the gas phase. The level of theory is the ωB97M-V functional and the def2-TZVPD basis.

## Properties
- E_HOMO: -10.95 eV
- Strongest force on any atom: 3.2 eV Å⁻¹
- Energy above the lowest of the compared OMol25 structures with the same formula, charge and spin: 0.0 kJ/mol
- Spin multiplicity: 1
- HOMO-LUMO gap: 10.144 eV
- Electronic energy: -32166.975 eV
- Charge: 0
- SMILES: O=C1C=C[P@](=O)(CCl)O1
- LUMO energy: -0.80 eV

Positions of all 13 atoms, in Å:
O (-2.790, -0.355, 0.922)
C (-1.932, -0.060, 0.168)
C (-1.382, -0.761, -1.017)
C (-0.081, -0.446, -1.266)
P (0.457, 0.874, -0.154)
O (0.716, 2.137, -0.830)
C (1.550, 0.232, 1.150)
Cl (2.866, -0.560, 0.243)
O (-1.000, 0.952, 0.629)
H (-2.150, -1.343, -1.577)
H (0.663, -0.980, -1.824)
H (2.091, 0.826, 1.797)
H (0.992, -0.518, 1.759)

These are the natural (NBO) partial charges, in e, on atoms 1 to 4: -0.489 0.751 -0.264 -0.499

=====

5.
This record from the Open Molecules 2025 dataset describes 2 unconnected molecules or ions with the total composition C14H22BrCl2NO3P. The level of theory is the ωB97M-V functional and the def2-TZVPD basis.

## Properties
- E_HOMO: -11.07 eV
- Strongest force on any atom: 4.2 eV Å⁻¹
- Spin multiplicity: 1
- HOMO-LUMO gap: 7.200 eV
- Electronic energy: -126872.440 eV
- Charge: +1
- LUMO energy: -3.87 eV

Positions of all 44 atoms, in Å:
C (3.113, -1.860, 1.920)
O (3.293, -1.153, 0.637)
C (3.453, -2.099, -0.487)
C (2.536, -1.473, -1.737)
C (0.973, -1.831, -1.364)
C (-0.086, -0.606, -1.781)
C (-1.396, -0.801, -0.814)
C (-2.888, -0.996, -1.465)
N (-3.641, -1.220, -0.137)
P (-4.174, -2.882, 0.258)
O (-4.616, -3.594, -1.301)
Br (-2.485, -4.189, 1.028)
C (-2.860, -0.432, 0.936)
O (-1.717, 0.210, 0.207)
H (2.541, -1.138, 2.678)
H (2.503, -2.859, 1.846)
H (4.160, -2.069, 2.419)
H (4.577, -2.270, -0.791)
H (2.958, -3.161, -0.265)
H (2.778, -2.000, -2.772)
H (2.624, -0.297, -1.804)
H (0.582, -2.839, -1.811)
H (0.936, -1.956, -0.177)
H (-0.328, -0.711, -2.923)
H (0.488, 0.406, -1.619)
H (-1.266, -1.801, -0.201)
H (-3.037, -1.781, -2.321)
H (-3.104, 0.071, -1.938)
H (-4.568, -0.734, -0.299)
H (-5.017, -4.513, -1.151)
H (-2.249, -1.106, 1.709)
H (-3.481, 0.398, 1.507)
Cl (-1.129, 2.888, 2.941)
C (-0.044, 3.676, 1.851)
C (0.625, 4.861, 2.181)
Cl (0.437, 5.636, 3.714)
C (1.484, 5.456, 1.252)
C (1.679, 4.871, -0.001)
C (1.017, 3.688, -0.328)
C (0.157, 3.092, 0.596)
H (2.007, 6.377, 1.499)
H (2.347, 5.338, -0.721)
H (1.170, 3.230, -1.302)
H (-0.356, 2.170, 0.331)

These are the natural (NBO) partial charges, in e, on atoms 1 to 4: -0.281 -0.567 -0.073 -0.432

=====

6.
This record from the Open Molecules 2025 dataset describes a molecular structure, C28H44BrCoN3P2S. The level of theory is the ωB97M-V functional and the def2-TZVPD basis.

## Properties
- E_HOMO (alpha / beta): -12.45 / -12.51 eV
- Strongest force on any atom: 3.6 eV Å⁻¹
- Energy above the lowest of the compared OMol25 structures with the same formula, charge and spin: 0.0 kJ/mol
- Spin multiplicity: 4
- HOMO-LUMO gap (alpha / beta): 5.577 / 3.809 eV
- Electronic energy: -171286.129 eV
- Charge: +2
- LUMO energy (alpha / beta): -6.88 / -8.70 eV
- <S²>: 3.962

Positions of all 80 atoms, in Å:
C (-1.376, -6.503, -4.923)
C (-1.076, -5.134, -5.065)
C (-1.160, -4.585, -6.361)
C (-1.528, -5.413, -7.431)
N (-1.806, -6.704, -7.271)
C (-1.737, -7.245, -6.057)
C (-0.718, -4.327, -3.928)
C (-0.395, -3.620, -2.982)
C (-0.179, -2.864, -1.827)
C (-1.078, -3.064, -0.768)
C (-0.940, -2.283, 0.373)
C (0.123, -1.366, 0.360)
C (1.055, -1.178, -0.647)
C (0.887, -1.945, -1.793)
Co (0.288, -0.430, 1.995)
P (-1.350, 0.927, 2.011)
H (-0.949, -3.534, -6.545)
H (-1.340, -6.993, -3.953)
H (-1.599, -5.008, -8.444)
H (-1.974, -8.310, -5.969)
H (1.551, -1.845, -2.653)
H (-1.872, -3.813, -0.860)
H (1.874, -0.474, -0.511)
H (-1.618, -2.411, 1.210)
C (-1.077, 2.416, 3.017)
C (-2.037, 3.576, 2.732)
H (-0.030, 2.712, 2.841)
H (-1.145, 2.091, 4.067)
H (-1.901, 4.354, 3.492)
H (-1.845, 4.042, 1.759)
H (-3.090, 3.274, 2.763)
C (-1.571, 1.468, 0.276)
C (-2.883, 1.062, -0.392)
H (-0.723, 1.043, -0.287)
H (-1.438, 2.558, 0.255)
H (-2.880, 1.423, -1.430)
H (-3.004, -0.029, -0.424)
H (-3.756, 1.498, 0.113)
C (-2.802, 0.005, 2.604)
C (-3.995, 0.850, 3.058)
H (-2.439, -0.629, 3.429)
H (-3.097, -0.681, 1.796)
H (-4.815, 0.178, 3.339)
H (-3.759, 1.459, 3.938)
H (-4.375, 1.505, 2.265)
Br (2.384, 0.582, 1.917)
P (2.424, 3.421, -2.053)
C (0.738, 3.754, -1.436)
C (0.458, 5.256, -1.310)
H (0.656, 3.240, -0.468)
H (0.048, 3.295, -2.159)
H (-0.619, 5.435, -1.220)
H (0.940, 5.685, -0.424)
H (0.814, 5.814, -2.185)
C (3.401, 2.915, -0.600)
C (4.884, 3.273, -0.755)
H (3.254, 1.833, -0.475)
H (2.964, 3.427, 0.270)
H (5.377, 3.238, 0.221)
H (5.403, 2.569, -1.416)
H (5.016, 4.282, -1.165)
C (2.268, 1.914, -3.078)
C (2.070, 2.227, -4.565)
H (1.429, 1.333, -2.672)
H (3.203, 1.354, -2.931)
H (2.259, 1.330, -5.162)
H (1.048, 2.552, -4.784)
H (2.755, 3.007, -4.916)
S (0.101, -2.004, 3.475)
C (0.833, -1.626, 4.986)
N (0.194, -1.175, 6.082)
C (1.059, -1.120, 7.249)
C (2.401, -1.602, 6.705)
N (2.118, -1.848, 5.301)
H (-0.803, -0.987, 6.089)
H (0.681, -1.771, 8.043)
H (1.120, -0.097, 7.631)
H (2.731, -2.522, 7.201)
H (3.185, -0.846, 6.810)
H (2.786, -2.193, 4.621)

These are the Löwdin partial charges, in e, on atoms 1 to 4: -0.009 -0.228 -0.014 -0.128

=====

7.
This record from the Open Molecules 2025 dataset describes a molecular structure, C13H47MnO13. The level of theory is the ωB97M-V functional and the def2-TZVPD basis.

## Properties
- E_HOMO (alpha / beta): -11.66 / -11.66 eV
- Strongest force on any atom: 2.2 eV Å⁻¹
- Energy above the lowest of the compared OMol25 structures with the same formula, charge and spin: 36.6 kJ/mol
- Spin multiplicity: 6
- HOMO-LUMO gap (alpha / beta): 5.533 / 5.021 eV
- Electronic energy: -72169.458 eV
- Charge: +1
- LUMO energy (alpha / beta): -6.13 / -6.64 eV
- <S²>: 8.754

Positions of all 74 atoms, in Å:
Mn (-1.517, 0.384, -3.534)
C (0.187, 0.255, 0.156)
C (-0.398, 0.315, -1.224)
O (-0.185, 1.266, -2.041)
O (-1.108, -0.642, -1.653)
H (0.618, 1.226, 0.411)
H (1.009, -0.460, 0.198)
H (-0.568, 0.037, 0.909)
C (0.657, 5.054, 0.908)
O (0.478, 4.908, 2.297)
H (-0.110, 5.759, 0.582)
H (1.642, 5.461, 0.663)
H (0.505, 4.125, 0.345)
H (0.819, 4.060, 2.644)
C (3.274, 1.253, -1.801)
O (2.482, 2.358, -1.355)
H (3.079, 0.430, -1.100)
H (2.954, 0.918, -2.793)
H (4.332, 1.483, -1.762)
H (1.560, 2.139, -1.527)
C (0.379, 2.501, -4.985)
O (-0.982, 2.158, -4.661)
H (0.515, 2.561, -6.067)
H (0.664, 3.483, -4.606)
H (1.054, 1.747, -4.590)
H (-1.552, 2.926, -4.800)
C (-2.905, 2.900, 0.673)
O (-4.040, 2.673, -0.140)
H (-3.205, 3.173, 1.683)
H (-2.226, 2.043, 0.694)
H (-2.338, 3.792, 0.376)
H (-3.720, 2.425, -1.009)
C (3.839, -1.175, 1.528)
O (5.218, -0.887, 1.760)
H (3.300, -0.224, 1.445)
H (3.641, -1.755, 0.629)
H (3.474, -1.600, 2.464)
H (5.750, -1.528, 1.285)
C (0.433, 2.085, 4.126)
O (1.598, 2.763, 3.659)
H (0.055, 1.395, 3.368)
H (0.650, 1.538, 5.040)
H (-0.399, 2.783, 4.267)
H (2.072, 3.080, 4.434)
C (1.746, -2.538, -2.130)
O (2.487, -3.519, -1.421)
H (1.399, -2.846, -3.121)
H (0.806, -2.433, -1.581)
H (2.318, -1.610, -2.159)
H (3.024, -4.037, -2.028)
C (-4.390, -1.004, -0.776)
O (-4.404, -2.150, 0.034)
H (-5.350, -0.493, -0.802)
H (-3.623, -0.292, -0.443)
H (-4.182, -1.246, -1.837)
H (-3.561, -2.602, -0.148)
C (0.913, -3.266, 2.103)
O (1.831, -3.987, 1.265)
H (0.096, -2.886, 1.486)
H (0.530, -3.933, 2.871)
H (1.482, -2.453, 2.559)
H (1.764, -3.617, 0.376)
C (-2.315, -2.150, 2.832)
O (-1.433, -1.404, 3.670)
H (-3.251, -2.392, 3.338)
H (-2.470, -1.625, 1.883)
H (-1.868, -3.093, 2.516)
H (-1.728, -0.493, 3.600)
C (-1.843, -4.179, -1.626)
O (-1.804, -3.161, -0.646)
H (-2.200, -3.828, -2.602)
H (-0.872, -4.669, -1.756)
H (-2.528, -4.965, -1.305)
H (-1.557, -2.313, -1.046)

These are the Löwdin partial charges, in e, on atoms 1 to 4: 1.349 0.054 -0.620 -0.083

=====

8.
This record from the Open Molecules 2025 dataset describes a molecular structure, C12H14BF4N4O8P2V. The level of theory is the ωB97M-V functional and the def2-TZVPD basis.

## Properties
- E_HOMO: -10.37 eV
- Strongest force on any atom: 0.5 eV Å⁻¹
- Energy above the lowest of the compared OMol25 structures with the same formula, charge and spin: 20.0 kJ/mol
- Spin multiplicity: 1
- HOMO-LUMO gap: 7.361 eV
- Electronic energy: -90833.947 eV
- Charge: 0
- LUMO energy: -3.01 eV

Positions of all 46 atoms, in Å:
V (-0.377, 0.057, -0.238)
C (0.524, 1.112, 2.637)
N (-0.280, 1.582, 1.485)
C (-1.679, 1.763, 1.937)
C (0.280, 2.887, 1.038)
C (0.163, 2.978, -0.444)
C (0.382, 4.128, -1.191)
C (0.292, 4.073, -2.573)
C (-0.022, 2.881, -3.222)
C (-0.249, 1.726, -2.490)
C (-0.143, 1.805, -1.103)
H (0.529, 1.890, 3.406)
H (1.543, 0.912, 2.314)
H (0.090, 0.207, 3.046)
H (-1.699, 2.397, 2.827)
H (-2.115, 0.794, 2.171)
H (-2.264, 2.233, 1.147)
H (1.326, 2.948, 1.341)
H (-0.248, 3.706, 1.537)
H (0.627, 5.061, -0.696)
H (0.467, 4.968, -3.156)
H (-0.090, 2.849, -4.300)
H (-0.491, 0.802, -2.998)
O (1.255, -3.095, -0.424)
P (-0.093, -2.867, -1.172)
O (-0.386, -3.585, -2.393)
O (-0.155, -1.245, -1.353)
O (-1.173, -3.102, -0.021)
P (-1.424, -2.303, 1.356)
O (-0.724, -3.190, 2.458)
O (-2.848, -2.042, 1.559)
O (-0.487, -1.052, 1.275)
H (2.016, -2.522, -0.663)
H (-1.370, -3.717, 2.948)
O (-2.130, 0.155, -0.478)
N (-2.942, -0.671, -1.187)
C (-4.124, -0.684, -0.695)
C (-5.085, -1.527, -1.355)
N (-5.869, -2.194, -1.861)
C (-4.551, 0.106, 0.424)
N (-4.900, 0.790, 1.275)
F (3.157, -1.257, -0.947)
B (2.935, 0.098, -0.723)
F (1.555, 0.101, 0.060)
F (2.685, 0.791, -1.862)
F (3.798, 0.667, 0.147)

These are the Löwdin partial charges, in e, on atoms 1 to 4: 1.124 -0.054 -0.296 -0.061